# 1
A molecular structure, C52H52N5O2PW, computed with ωB97M-V/def2-TZVPD.

Properties
HOMO (alpha / beta)   -7.050 / -7.050 eV
Largest force on an atom   0.6 eV Å⁻¹
Total charge   0
E_LUMO (alpha / beta)   -0.731 / -0.698 eV
Calculated total energy   -2845.51761 a.u.
Kohn-Sham gap (alpha / beta)   6.319 / 6.352 eV

Geometry (Å):
W (0.05436, -0.31047, 0.04627)
C (0.08480, -3.38886, 2.69741)
C (-1.41757, -3.41143, 2.40004)
C (-2.13992, -2.17847, 2.94425)
C (-1.65552, -3.77712, 0.93956)
C (-1.81189, -5.13865, 0.68429)
C (-2.03183, -5.62522, -0.59053)
C (-2.10266, -4.73972, -1.64879)
C (-1.94705, -3.37135, -1.45488)
C (-2.07792, -2.45994, -2.66135)
C (-1.10745, -2.87035, -3.77122)
C (-3.50968, -2.43865, -3.20364)
C (-1.70517, -2.89308, -0.15455)
N (-1.60025, -1.46590, 0.02739)
C (-2.79937, -0.79580, 0.06679)
C (-2.69041, 0.56033, 0.09536)
N (-1.39892, 1.05332, 0.05295)
C (-1.32379, 2.49334, 0.13532)
C (-1.39249, 3.08730, 1.40814)
C (-1.41805, 4.47542, 1.49982)
C (-1.39518, 5.26670, 0.36750)
C (-1.35026, 4.66521, -0.87664)
C (-1.32102, 3.28048, -1.02718)
C (-1.24444, 2.77308, -2.46074)
C (0.22492, 2.58998, -2.84956)
C (-2.09153, 1.55214, -2.81764)
C (-1.46100, 2.28801, 2.69521)
C (-2.78745, 2.50287, 3.42689)
C (-0.28674, 2.64138, 3.61070)
C (-4.03026, 1.16538, 0.12436)
C (-4.56647, 2.42382, 0.13086)
C (-5.98277, 2.55904, 0.16615)
C (-6.82786, 1.48105, 0.19558)
C (-6.29553, 0.16177, 0.18347)
C (-7.02396, -1.05970, 0.20892)
C (-6.35715, -2.25706, 0.19252)
C (-4.93798, -2.34177, 0.14425)
C (-4.21688, -1.18026, 0.11494)
C (-4.91676, 0.05474, 0.14268)
H (0.27646, -3.10646, 3.73339)
H (0.59814, -2.66736, 2.06401)
H (0.52834, -4.36912, 2.51041)
H (-1.82410, -4.26028, 2.95856)
H (-1.67832, -1.24808, 2.62812)
H (-2.10290, -2.20400, 4.03532)
H (-3.18889, -2.16852, 2.64435)
H (-1.77443, -5.82712, 1.52101)
H (-2.16076, -6.68749, -0.75478)
H (-2.29380, -5.11264, -2.64738)
H (-1.83110, -1.44663, -2.34916)
H (-1.40261, -3.81966, -4.22271)
H (-0.09004, -2.99160, -3.39421)
H (-1.10185, -2.12672, -4.57054)
H (-3.82075, -3.43626, -3.52299)
H (-3.56992, -1.77707, -4.07033)
H (-4.21884, -2.08605, -2.45535)
H (-1.47117, 4.93833, 2.47780)
H (-1.42481, 6.34568, 0.45089)
H (-1.34872, 5.28106, -1.76879)
H (-1.63280, 3.59485, -3.06972)
H (0.71391, 1.90307, -2.15885)
H (0.76090, 3.53957, -2.79777)
H (0.31817, 2.19577, -3.86492)
H (-1.69986, 0.63248, -2.38645)
H (-2.10196, 1.43278, -3.90335)
H (-3.12266, 1.67059, -2.48270)
H (-1.38846, 1.23215, 2.45445)
H (-2.91652, 3.54936, 3.71343)
H (-2.81072, 1.90217, 4.33837)
H (-3.63707, 2.21408, 2.80684)
H (-0.38961, 3.65290, 4.01008)
H (0.66077, 2.59913, 3.06961)
H (-0.23087, 1.94796, 4.45049)
H (-3.94678, 3.31208, 0.11850)
H (-6.40087, 3.55771, 0.17370)
H (-7.90052, 1.62953, 0.22584)
H (-8.10666, -1.03995, 0.24089)
H (-6.92564, -3.17819, 0.21243)
H (-4.45924, -3.31338, 0.12198)
O (1.59992, -0.53688, 3.86597)
C (1.55020, -0.17647, 2.72426)
O (0.44500, -0.28793, 1.98012)
C (2.73883, 0.49182, 2.03721)
P (2.54080, 0.42890, 0.21914)
C (3.41016, -1.10885, -0.21020)
C (4.77426, -1.17461, -0.48070)
C (5.37465, -2.39928, -0.73006)
C (4.62126, -3.56614, -0.70605)
C (3.26117, -3.51118, -0.44110)
C (2.66193, -2.28366, -0.20318)
C (3.56446, 1.74376, -0.49254)
C (4.31824, 2.62338, 0.27965)
C (5.08659, 3.60570, -0.33048)
C (5.11603, 3.70748, -1.71270)
C (4.37821, 2.82341, -2.48866)
C (3.60464, 1.84762, -1.88292)
H (3.64781, -0.01637, 2.35873)
H (2.78415, 1.51863, 2.40316)
H (5.36379, -0.26600, -0.50831)
H (6.43359, -2.44349, -0.94815)
H (5.09422, -4.51916, -0.90310)
H (2.66306, -4.41273, -0.42743)
H (1.58301, -2.28912, -0.02266)
H (4.31788, 2.55267, 1.35902)
H (5.66528, 4.28773, 0.27844)
H (5.71605, 4.47323, -2.18657)
H (4.40134, 2.89291, -3.56823)
H (3.04301, 1.15945, -2.50311)
N (0.51343, -0.54997, -1.90730)
C (1.03445, -0.57062, -2.96732)
N (1.70816, -0.55150, -4.01715)
C (1.22573, -0.55500, -5.25462)
N (0.88663, -0.54798, -6.35718)



# 2
8 unconnected molecules or ions with the total composition C15H32Cl14O4 at a distorted geometry, computed with ωB97M-V/def2-TZVPD.

Properties
HOMO   -10.237 eV
Largest force on an atom   4.8 eV Å⁻¹
Total charge   0
E_LUMO   -0.559 eV
Calculated total energy   -7334.25638 a.u.
Kohn-Sham gap   9.679 eV
SMILES   ClC(Cl)(Cl)Cl.ClCCCl.ClCCCl.ClCCCl.ClCCCl.ClCCCl.OCCO.OCCO

Geometry (Å):
Cl (5.89779, -1.63272, 4.92708)
C (6.36570, -3.14686, 3.84729)
Cl (6.86204, -2.65270, 2.20983)
Cl (7.77899, -4.00945, 4.49221)
Cl (4.95337, -4.27952, 3.69147)
Cl (-4.62785, 8.36115, -0.36441)
C (-5.24122, 6.90888, 0.57640)
C (-4.04552, 5.98500, 0.83789)
Cl (-4.34843, 4.49822, 1.80713)
H (-6.08033, 6.53511, -0.01036)
H (-5.60184, 7.30328, 1.52640)
H (-3.27210, 6.53117, 1.37790)
H (-3.49265, 5.78845, -0.08070)
Cl (5.85081, -1.01649, -4.08676)
C (5.85356, 0.69594, -4.58255)
C (4.68505, 0.85879, -5.50740)
Cl (5.18529, 0.14243, -7.05427)
H (6.81488, 0.99157, -5.00276)
H (5.76107, 1.23911, -3.64207)
H (4.38465, 1.86953, -5.78357)
H (3.76948, 0.34428, -5.21567)
Cl (0.85629, -7.16174, -6.18887)
C (0.51185, -5.39874, -5.76147)
C (-0.14990, -5.21912, -4.42849)
Cl (-1.91268, -5.25372, -4.74663)
H (-0.01679, -5.03850, -6.64401)
H (1.46473, -4.88777, -5.62354)
H (0.04847, -4.28597, -3.90125)
H (0.13175, -6.03721, -3.76555)
Cl (-4.19064, -7.50566, 3.83622)
C (-3.87200, -6.51222, 2.41892)
C (-3.46977, -5.06269, 2.79742)
Cl (-1.83069, -5.02440, 3.56163)
H (-4.76864, -6.58272, 1.80316)
H (-3.14787, -7.07669, 1.83146)
H (-4.22858, -4.57847, 3.41211)
H (-3.44301, -4.58673, 1.81719)
Cl (-2.25767, 1.33478, -4.82770)
C (-3.51168, 2.33322, -4.04877)
C (-4.92885, 1.91942, -4.58955)
Cl (-6.22365, 2.93717, -3.95117)
H (-3.25990, 3.35602, -4.32910)
H (-3.27192, 2.24977, -2.98875)
H (-5.15532, 0.85358, -4.56128)
H (-4.93466, 2.03893, -5.67296)
O (1.85285, 0.99541, -0.80377)
C (1.29030, 1.06271, 0.39210)
C (1.25091, -0.30083, 1.05090)
O (0.43949, -1.25661, 0.23909)
H (1.32946, 0.43997, -1.38613)
H (1.94221, 1.72369, 0.96326)
H (0.34985, 1.58309, 0.21084)
H (0.87628, -0.20267, 2.06978)
H (2.29109, -0.62593, 1.07187)
H (0.88052, -2.10609, 0.31302)
O (0.92111, 1.51940, 6.59521)
C (1.20975, 2.76932, 7.33073)
C (1.54914, 3.93925, 6.25577)
O (0.33368, 4.12186, 5.54503)
H (1.03029, 0.70882, 7.09784)
H (0.36080, 3.11732, 7.91917)
H (2.09970, 2.61672, 7.94130)
H (2.35814, 3.62493, 5.59636)
H (1.82291, 4.88460, 6.72425)
H (-0.07981, 3.25956, 5.46098)



# 3
2 unconnected molecules or ions with the total composition C4H8N2 at a distorted geometry, computed with ωB97M-V/def2-TZVPD.

Properties
HOMO (alpha / beta)   -9.224 / -9.223 eV
Largest force on an atom   3.7 eV Å⁻¹
Total charge   0
E_LUMO (alpha / beta)   0.052 / 0.051 eV
Calculated total energy   -266.47200 a.u.
Kohn-Sham gap (alpha / beta)   9.275 / 9.275 eV

Geometry (Å):
C (-2.49858, 0.45169, -0.44816)
C (-1.74379, 0.01531, 0.38883)
C (1.03820, 1.20289, -0.08132)
C (0.23443, -1.61062, -0.31674)
N (0.99343, 0.27114, 1.01477)
N (0.16780, -0.77557, 0.83903)
H (-3.32393, 1.04043, -0.65924)
H (0.12838, 1.69533, -0.28689)
H (1.70572, 1.93402, 0.24965)
H (1.41194, 0.69390, -0.92041)
H (0.23617, -0.96756, -1.17378)
H (1.32528, -2.04491, -0.28178)
H (-0.47704, -2.41639, -0.32582)
H (0.80199, 0.51034, 2.00185)



# 4
C5H8N2 in the gas phase, computed with ωB97M-V/def2-TZVPD.

Properties
HOMO   -8.834 eV
Largest force on an atom   0.3 eV Å⁻¹
Total charge   0
E_LUMO   0.999 eV
Calculated total energy   -304.81183 a.u.
Kohn-Sham gap   9.833 eV
SMILES   Cc1cnn(C)c1

Geometry (Å):
C (2.43866, -0.35794, 0.08441)
C (1.03427, 0.16444, 0.02771)
C (0.48834, 1.40920, 0.42642)
N (-0.84260, 1.39806, 0.42758)
N (-1.16627, 0.16688, 0.01249)
C (-2.52547, -0.26515, -0.20742)
C (-0.08062, -0.58148, -0.26856)
H (3.15383, 0.26700, -0.45575)
H (2.49510, -1.37127, -0.33054)
H (2.77191, -0.42695, 1.12659)
H (1.01541, 2.32899, 0.65645)
H (-2.88153, 0.05851, -1.18931)
H (-3.17438, 0.12599, 0.57643)
H (-2.53548, -1.35850, -0.16902)
H (-0.19118, -1.55778, -0.71749)



# 5
C5H12NPS2 in the gas phase at a distorted geometry, computed with ωB97M-V/def2-TZVPD.

Properties
HOMO   -8.532 eV
Largest force on an atom   4.7 eV Å⁻¹
Total charge   0
E_LUMO   -0.009 eV
Calculated total energy   -1390.16158 a.u.
Kohn-Sham gap   8.523 eV
SMILES   CN(C)[P@]1(=S)CCCS1

Geometry (Å):
C (-1.51305, 0.78305, -1.49416)
N (-1.26587, 0.23403, -0.24564)
C (-2.43332, -0.38109, 0.26993)
P (0.29235, -1.18271, -0.24320)
S (0.04673, -3.13864, -0.27660)
C (1.03585, -0.56051, 1.40170)
C (1.55207, 0.78346, 0.96908)
C (2.63259, 0.52801, -0.12277)
S (1.99347, -0.57739, -1.43264)
H (-2.22351, 0.17603, -2.06728)
H (-2.04561, 1.78576, -1.38909)
H (-0.65604, 0.85585, -2.17665)
H (-2.28285, -1.10027, 1.05988)
H (-3.20517, 0.43635, 0.66910)
H (-3.03093, -0.82745, -0.52917)
H (1.66160, -1.40343, 1.64290)
H (0.15647, -0.51042, 2.10647)
H (0.75237, 1.40539, 0.46812)
H (2.01878, 1.35763, 1.75098)
H (3.12888, 1.43003, -0.66748)
H (3.38520, -0.09370, 0.30652)